Record 1
The following is a quantum chemistry calculation of a structure of composition C33H47BN10O4RuSSe2, from OMol25.

Properties
LUMO level (spin up / spin down)	2.4 / 2.4	eV
highest occupied orbital energy (spin up / spin down)	-4.0 / -4.2	eV

ORCA input file:
```
! wB97M-V def2-TZVPD RIJCOSX def2/J DEFGRID3
* xyz -1 2
Ru 0.628 0.341 1.216
C 0.094 -3.272 1.333
C 0.217 -3.260 2.845
C -1.144 -3.227 3.548
C 1.138 -2.186 3.357
C 1.970 -2.375 4.473
C 2.666 -1.200 4.605
N 2.267 -0.371 3.632
N 1.325 -0.961 2.853
B 2.798 1.037 3.363
N 1.650 2.038 3.430
C 1.525 3.099 4.233
C 0.363 3.750 3.898
C -0.186 3.006 2.840
N 0.614 1.962 2.565
C -1.482 3.354 2.168
C -1.473 4.803 1.665
C -2.653 3.173 3.139
N 3.431 1.102 1.967
C 4.681 1.451 1.641
C 4.827 1.294 0.282
C 3.580 0.820 -0.164
N 2.742 0.722 0.870
C 3.236 0.399 -1.562
C 2.892 1.582 -2.470
C 4.408 -0.387 -2.155
H -0.479 -4.140 1.000
H 1.071 -3.311 0.854
H -0.415 -2.379 0.975
H 0.707 -4.193 3.147
H -1.697 -2.325 3.286
H -1.027 -3.260 4.633
H -1.740 -4.089 3.239
H 2.041 -3.264 5.076
H 3.418 -0.886 5.310
H 3.626 1.321 4.190
H 2.272 3.304 4.981
H -0.050 4.635 4.350
H -1.617 2.690 1.319
H -1.445 5.503 2.504
H -2.383 5.002 1.096
H -0.615 5.025 1.029
H -2.539 3.851 3.989
H -2.700 2.149 3.503
H -3.596 3.400 2.639
H 5.372 1.773 2.402
H 5.710 1.472 -0.306
H 2.364 -0.253 -1.491
H 3.760 2.236 -2.594
H 2.076 2.181 -2.064
H 2.590 1.219 -3.456
H 5.313 0.224 -2.178
H 4.187 -0.682 -3.181
H 4.621 -1.284 -1.571
N 2.210 -0.679 -7.443
C 1.670 -0.931 -6.177
C 2.431 -1.565 -5.197
C 1.880 -1.846 -3.958
C 0.569 -1.494 -3.682
C -0.207 -0.889 -4.662
C 0.340 -0.609 -5.899
S -0.119 -1.919 -2.103
O -1.529 -2.136 -2.353
O 0.655 -3.036 -1.629
N 0.138 -0.703 -1.076
C -0.240 0.546 -1.403
N -0.812 0.913 -2.554
C -0.985 2.212 -2.750
C -0.587 3.183 -1.847
C -0.048 2.721 -0.658
N 0.086 1.431 -0.418
H 3.213 -0.581 -7.453
H 1.761 0.073 -7.941
H 3.455 -1.849 -5.414
H 2.457 -2.363 -3.203
H -1.235 -0.644 -4.437
H -0.267 -0.140 -6.666
H -1.461 2.490 -3.686
H -0.713 4.238 -2.041
H 0.288 3.384 0.128
O -5.044 -1.265 2.206
C -5.507 -1.629 0.921
C -4.430 -1.827 -0.158
C -5.152 -2.609 -1.293
O -4.429 -2.734 -2.494
C -3.316 -2.663 0.376
Se -1.756 -0.138 1.833
C -3.918 -0.524 -0.789
Se -3.270 0.905 0.382
H -4.075 -1.251 2.202
H -6.219 -0.865 0.587
H -6.057 -2.577 1.008
H -6.082 -2.080 -1.538
H -5.423 -3.598 -0.901
H -3.476 -2.744 -2.316
H -2.371 -2.720 -0.141
H -3.491 -3.329 1.211
H -4.739 -0.033 -1.321
H -3.135 -0.743 -1.509
*
```

Record 2
The following is a quantum chemistry calculation of a structure of composition C33H47BN11ORuS in a non-equilibrium geometry, from OMol25.

Properties
LUMO level (spin up / spin down)	-7.4 / -7.7	eV
highest occupied orbital energy (spin up / spin down)	-12.2 / -12.2	eV

ORCA input file:
```
! wB97M-V def2-TZVPD RIJCOSX def2/J DEFGRID3
* xyz 2 2
Ru -1.149 -0.400 0.350
C 1.341 -2.970 1.056
C 0.609 -2.429 2.236
C 0.756 -2.716 3.588
C -0.196 -1.943 4.247
C -0.488 -1.878 5.703
N -0.858 -1.234 3.318
N -0.374 -1.530 2.095
B -2.043 -0.277 3.512
N -3.201 -0.805 2.658
N -3.074 -1.042 1.335
C -4.228 -1.553 0.892
C -4.451 -1.970 -0.519
C -5.118 -1.640 1.960
C -4.433 -1.160 3.067
C -4.923 -1.036 4.465
N -1.633 1.106 2.985
N -1.325 1.305 1.693
C -1.056 2.601 1.504
C -0.706 3.118 0.149
C -1.195 3.254 2.724
C -1.565 2.277 3.643
C -1.857 2.431 5.094
H 1.548 -4.030 1.185
H 2.295 -2.456 0.923
H 0.734 -2.831 0.161
H 1.448 -3.410 4.032
H 0.201 -2.520 6.245
H -1.507 -2.206 5.908
H -0.386 -0.861 6.080
H -2.355 -0.217 4.649
H -3.583 -1.711 -1.121
H -5.339 -1.482 -0.921
H -4.611 -3.047 -0.569
H -6.126 -2.013 1.938
H -5.964 -1.342 4.512
H -4.843 -0.006 4.812
H -4.345 -1.666 5.142
H -0.727 2.295 -0.569
H 0.284 3.572 0.140
H -1.418 3.879 -0.167
H -1.058 4.303 2.925
H -1.700 3.463 5.393
H -1.213 1.791 5.696
H -2.890 2.161 5.311
C -4.400 -1.633 -4.643
N -3.625 -0.733 -3.795
C -4.373 0.428 -3.328
C -2.372 -0.991 -3.426
S -1.716 -0.231 -1.996
N -1.599 -1.786 -4.166
C -0.476 -2.533 -3.623
C -1.678 -1.821 -5.625
H -5.387 -1.754 -4.197
H -3.934 -2.612 -4.705
H -4.534 -1.230 -5.648
H -4.766 0.969 -4.189
H -3.735 1.091 -2.756
H -5.213 0.116 -2.707
H -0.531 -2.559 -2.540
H 0.474 -2.097 -3.940
H -0.524 -3.557 -3.997
H -2.357 -1.063 -6.001
H -1.985 -2.805 -5.980
H -0.687 -1.608 -6.028
C 5.292 3.129 -4.876
C 5.516 2.694 -3.458
C 6.608 1.909 -3.099
C 6.823 1.543 -1.783
C 5.931 1.933 -0.785
N 6.208 1.539 0.538
C 5.434 1.557 1.675
O 5.915 1.724 2.769
N 4.051 1.364 1.551
C 3.310 0.623 0.651
C 3.860 -0.210 -0.329
C 3.014 -0.845 -1.220
C 1.650 -0.653 -1.115
N 1.113 0.071 -0.131
C 1.918 0.685 0.731
C 4.822 2.704 -1.135
C 4.627 3.075 -2.454
H 6.137 2.877 -5.512
H 5.124 4.206 -4.925
H 4.398 2.649 -5.280
H 7.298 1.577 -3.865
H 7.684 0.941 -1.519
H 7.187 1.448 0.767
H 3.569 1.647 2.391
H 4.925 -0.371 -0.380
H 3.415 -1.497 -1.983
H 0.966 -1.081 -1.831
H 1.435 1.248 1.523
H 4.142 3.053 -0.371
H 3.774 3.690 -2.716
*
```

Record 3
The following is a quantum chemistry calculation of a cluster of 3 separate species, C33H47BN3O7 in total in a non-equilibrium geometry, from OMol25.

Properties
LUMO level	-3.6	eV
highest occupied orbital energy	-11.5	eV

ORCA input file:
```
! wB97M-V def2-TZVPD RIJCOSX def2/J DEFGRID3
* xyz 1 1
C -1.390 1.971 -3.117
C -1.637 0.790 -3.126
C -1.907 -0.627 -2.756
C -0.625 -1.506 -2.888
C 0.160 -1.619 -1.553
C 0.567 -0.234 -1.075
C 1.515 0.538 -1.708
C 2.374 0.263 -2.943
N 3.211 -0.924 -2.718
N 1.522 1.718 -0.956
B 2.382 2.928 -1.240
O 3.291 3.267 -0.266
O 2.154 3.577 -2.409
C 3.297 4.227 -3.003
C 2.764 5.402 -3.882
C 0.655 1.654 0.043
O 0.422 2.637 0.927
C -0.560 3.586 0.377
C -1.860 3.672 1.204
N 0.037 0.458 0.010
C -1.011 -0.061 0.889
C -0.566 -0.243 2.376
C 0.960 -0.182 2.603
C 1.406 -0.778 3.955
C 2.852 -1.323 3.905
C 3.893 -0.239 3.551
C 5.296 -0.855 3.332
C 6.286 0.164 2.722
H -1.384 3.043 -3.166
H -2.274 -0.696 -1.719
H -2.712 -1.026 -3.387
H -0.009 -1.092 -3.695
H -0.949 -2.514 -3.177
H 1.006 -2.306 -1.628
H -0.549 -2.056 -0.836
H 3.008 1.134 -3.168
H 1.727 0.073 -3.806
H 3.569 -0.944 -1.772
H 2.712 -1.775 -2.933
H 3.125 4.174 0.032
H 3.866 3.563 -3.667
H 3.981 4.665 -2.269
H 3.246 5.441 -4.864
H 1.682 5.260 -4.010
H 2.891 6.356 -3.350
H -0.839 3.219 -0.621
H -0.092 4.579 0.324
H -2.608 4.079 0.507
H -2.195 2.689 1.547
H -1.735 4.361 2.048
H -1.860 0.649 0.841
H -1.417 -1.014 0.542
H -0.983 -1.201 2.723
H -1.076 0.530 2.974
H 1.444 -0.706 1.760
H 1.264 0.874 2.587
H 1.375 0.020 4.713
H 0.763 -1.617 4.263
H 3.135 -1.757 4.876
H 2.950 -2.106 3.132
H 3.997 0.508 4.354
H 3.636 0.295 2.618
H 5.258 -1.719 2.649
H 5.719 -1.202 4.287
H 6.150 0.257 1.632
H 7.334 -0.113 2.912
H 6.160 1.178 3.135
C -3.301 -6.771 -2.571
C -2.637 -5.682 -2.194
C -1.165 -5.592 -2.333
O -0.559 -4.595 -1.987
C -0.458 -6.760 -2.907
C -1.119 -7.851 -3.285
C -2.594 -7.943 -3.147
O -3.198 -8.933 -3.491
H -4.376 -6.857 -2.477
H -3.136 -4.817 -1.772
H 0.617 -6.673 -3.000
H -0.620 -8.714 -3.706
C -7.054 2.554 2.440
C -6.046 2.340 1.598
C -4.938 1.423 1.946
O -4.014 1.229 1.175
C -4.990 0.750 3.265
C -5.996 0.963 4.109
C -7.110 1.882 3.762
O -8.026 2.075 4.527
H -7.874 3.221 2.204
H -5.988 2.820 0.629
H -4.170 0.083 3.498
H -6.053 0.481 5.077
*
```

Record 4
The following is a quantum chemistry calculation of a structure of composition C33H47BaN7O2SbSi in a non-equilibrium geometry, from OMol25.

Properties
LUMO level	-1.9	eV
highest occupied orbital energy	-8.4	eV

ORCA input file:
```
! wB97M-V def2-TZVPD RIJCOSX def2/J DEFGRID3
* xyz 1 1
Ba -0.303 0.641 -0.351
C -1.622 0.994 3.109
C -1.408 -0.452 3.449
C -1.996 -1.014 4.579
C -1.775 -2.350 4.864
C -0.962 -3.082 4.014
C -0.410 -2.444 2.908
N -0.631 -1.162 2.625
Sb 0.928 -3.650 1.709
C 2.508 -2.193 1.338
C 3.753 -2.610 1.800
C 4.849 -1.784 1.609
C 4.661 -0.575 0.961
C 3.383 -0.225 0.530
C 3.140 1.081 -0.165
N 2.331 -1.030 0.717
C -0.245 -3.693 -0.124
C -0.258 -4.939 -0.746
C -1.064 -5.123 -1.858
C -1.824 -4.057 -2.306
C -1.755 -2.838 -1.633
C -2.543 -1.654 -2.113
N -0.982 -2.673 -0.554
H -2.021 1.545 3.959
H -2.322 1.084 2.276
H -0.675 1.437 2.799
H -2.611 -0.403 5.226
H -2.217 -2.808 5.739
H -0.749 -4.127 4.202
H 3.857 -3.566 2.298
H 5.833 -2.077 1.952
H 5.490 0.098 0.792
H 2.548 1.740 0.477
H 2.576 0.913 -1.084
H 4.075 1.580 -0.406
H 0.339 -5.750 -0.350
H -1.103 -6.080 -2.363
H -2.470 -4.158 -3.168
H -3.330 -1.959 -2.798
H -1.876 -0.959 -2.632
H -2.989 -1.122 -1.272
C -2.291 4.817 -3.485
Si -1.171 3.303 -3.233
C -0.768 2.596 -4.950
C 0.457 3.946 -2.488
C -1.962 2.035 -2.131
H -1.819 5.578 -4.113
H -2.535 5.281 -2.526
H -3.229 4.527 -3.964
H -0.728 3.387 -5.702
H -1.524 1.875 -5.270
H 0.203 2.095 -4.956
H 0.794 4.854 -2.995
H 1.261 3.206 -2.571
H 0.329 4.188 -1.428
H -2.595 1.365 -2.730
H -2.637 2.575 -1.451
O 0.782 -0.563 -2.069
C 1.348 -1.033 -3.069
C 0.854 -0.770 -4.470
C 0.465 -2.047 -5.264
C 0.851 -3.366 -4.586
C 2.357 -3.628 -4.578
C 3.138 -2.414 -4.056
N 2.467 -1.756 -2.944
H 1.644 -0.224 -4.991
H 0.005 -0.097 -4.381
H 0.920 -2.009 -6.256
H -0.615 -2.041 -5.411
H 0.350 -4.193 -5.093
H 0.482 -3.360 -3.559
H 2.704 -3.852 -5.589
H 2.563 -4.504 -3.958
H 3.264 -1.688 -4.860
H 4.132 -2.707 -3.725
H 2.748 -1.976 -1.998
C 0.850 4.489 3.126
N -0.478 4.178 2.612
C -1.588 4.784 3.089
C -2.821 4.490 2.617
C -2.892 3.508 1.587
N -1.807 2.891 1.151
C -0.591 3.188 1.629
O 0.433 2.611 1.237
N -4.059 3.155 1.031
H 0.829 5.443 3.645
H 1.551 4.539 2.298
H 1.186 3.708 3.810
H -1.436 5.524 3.863
H -3.706 4.978 2.995
H -4.901 3.660 1.236
H -4.024 2.562 0.216
*
```

Record 5
The following is a quantum chemistry calculation of a structure of composition C33H47Cl2CoGe2N4O3S2, from OMol25.

Properties
LUMO level (spin up / spin down)	1.9 / 1.4	eV
highest occupied orbital energy (spin up / spin down)	-5.3 / -5.6	eV

ORCA input file:
```
! wB97M-V def2-TZVPD RIJCOSX def2/J DEFGRID3
* xyz -1 4
Co 0.074 0.285 -0.329
C 4.815 -0.164 0.302
C 3.290 -0.106 0.379
Ge 2.288 0.281 -1.304
C 3.041 -0.793 -2.784
C 4.455 -0.391 -3.214
C 2.847 2.137 -1.627
C 2.126 3.133 -1.099
Ge 0.347 2.645 -0.353
C -1.055 2.922 -1.736
C -1.034 4.193 -2.585
C 0.110 3.698 1.286
C -0.728 4.971 1.142
C 2.679 4.518 -1.025
C 4.037 4.714 -0.752
C 4.592 5.984 -0.723
C 3.797 7.100 -0.954
C 2.443 6.927 -1.199
C 1.894 5.653 -1.223
H 5.262 -0.220 1.299
H 5.231 0.718 -0.192
H 5.157 -1.041 -0.251
H 2.969 0.695 1.051
H 2.895 -1.025 0.820
H 2.361 -0.696 -3.635
H 3.001 -1.846 -2.497
H 4.505 0.659 -3.507
H 4.783 -0.981 -4.074
H 5.184 -0.539 -2.419
H 3.790 2.385 -2.121
H -2.024 2.808 -1.241
H -0.935 2.056 -2.396
H -1.237 5.085 -1.988
H -1.800 4.148 -3.364
H -0.072 4.330 -3.081
H 1.119 3.921 1.644
H -0.347 3.043 2.024
H -0.185 5.760 0.621
H -1.011 5.363 2.122
H -1.655 4.783 0.594
H 4.657 3.850 -0.545
H 5.647 6.105 -0.511
H 4.229 8.093 -0.935
H 1.808 7.788 -1.370
H 0.838 5.535 -1.413
N -1.764 -0.474 -1.182
C -2.638 -1.111 -0.219
C -2.079 -1.993 0.699
C -2.877 -2.603 1.648
C -4.243 -2.343 1.694
C -4.796 -1.462 0.779
C -3.994 -0.847 -0.179
S -5.256 -3.231 2.878
O -4.576 -3.022 4.148
O -5.202 -4.605 2.400
O -6.563 -2.603 2.776
H -2.276 0.186 -1.759
H -1.361 -1.191 -1.794
H -1.010 -2.158 0.687
H -2.451 -3.271 2.386
H -5.858 -1.264 0.834
H -4.426 -0.144 -0.884
Cl 0.835 -1.523 3.583
C -0.665 -0.641 3.583
C -1.512 -0.809 4.654
C -2.730 -0.143 4.672
C -3.079 0.685 3.616
C -2.230 0.835 2.539
Cl -2.783 1.850 1.238
C -0.973 0.172 2.452
N -0.167 0.187 1.390
H -1.233 -1.477 5.456
H -3.415 -0.287 5.495
H -4.034 1.192 3.607
C 1.602 -3.816 0.331
N 0.330 -4.434 -0.011
C -0.276 -5.199 1.075
C -0.311 -4.158 -1.156
S 0.213 -2.952 -2.216
N -1.443 -4.921 -1.380
C -2.460 -4.397 -2.278
C -1.233 -6.359 -1.534
H 2.259 -4.572 0.765
H 1.443 -3.018 1.061
H 2.063 -3.394 -0.556
H -0.045 -4.696 2.015
H 0.123 -6.215 1.121
H -1.354 -5.237 0.948
H -2.844 -3.453 -1.899
H -3.280 -5.114 -2.291
H -2.080 -4.258 -3.295
H -0.344 -6.676 -0.998
H -1.099 -6.612 -2.592
H -2.091 -6.910 -1.146
*
```